(1)
{
  "formula": "C19H31AlB2CaCsF10LiN4O14",
  "method": "ωB97M-V/def2-TZVPD",
  "elements": ["N", "C", "C", "C", "C", "C", "O", "C", "O", "O", "B", "O", "C", "C", "C", "O", "C", "F", "F", "F", "H", "H", "H", "H", "H", "H", "H", "H", "H", "H", "H", "H", "H", "H", "H", "H", "Li", "C", "C", "N", "H", "H", "H", "Ca", "C", "C", "O", "C", "O", "O", "H", "H", "H", "H", "C", "O", "N", "N", "H", "H", "H", "H", "F", "C", "O", "H", "H", "H", "H", "F", "Al", "F", "F", "F", "Cs", "B", "O", "C", "O", "C", "O", "O", "F", "F"],
  "coordinates": [[2.02, 1.16, 1.28], [1.46, 0.74, 0.23], [2.16, -0.05, -0.86], [1.46, -0.03, -2.20], [0.99, 1.36, -2.64], [2.18, 2.16, -3.20], [3.31, 1.92, -2.36], [4.37, 1.43, -2.96], [5.30, 1.01, -2.33], [2.38, -0.44, -3.31], [1.57, -1.11, -4.27], [0.18, -1.19, -3.69], [0.49, -1.24, -2.28], [-0.64, -1.40, -1.29], [-0.57, -2.78, -0.60], [0.71, -2.99, -0.03], [-1.62, -2.88, 0.51], [-1.59, -1.77, 1.27], [-2.89, -3.00, 0.03], [-1.40, -3.92, 1.31], [3.00, 0.88, 1.29], [0.40, 0.95, 0.14], [2.23, -1.11, -0.57], [3.18, 0.33, -0.96], [0.56, 1.94, -1.82], [0.22, 1.36, -3.41], [1.93, 3.22, -3.13], [2.40, 1.89, -4.23], [4.38, 1.33, -4.06], [1.54, -0.39, -5.29], [1.84, -2.29, -4.55], [1.15, -2.10, -2.20], [-1.60, -1.36, -1.81], [-0.68, -0.61, -0.54], [-0.68, -3.60, -1.31], [0.84, -2.46, 0.78], [4.25, -1.37, -1.37], [0.30, 4.96, 0.43], [-0.50, 4.05, -0.35], [-1.07, 3.36, -1.08], [0.93, 5.52, -0.26], [-0.31, 5.64, 1.01], [0.94, 4.40, 1.11], [-0.31, -1.80, -5.63], [-5.20, -4.18, 2.96], [-4.59, -2.82, 3.20], [-5.42, -2.26, 4.21], [-6.01, -3.30, 4.89], [-6.62, -3.18, 5.89], [-5.78, -4.46, 4.24], [-4.47, -4.93, 2.69], [-5.99, -4.16, 2.21], [-3.56, -2.88, 3.58], [-4.60, -2.20, 2.30], [-0.95, 2.80, 3.48], [-0.42, 3.89, 3.47], [-2.16, 2.57, 2.84], [-0.44, 1.72, 4.12], [-2.62, 1.68, 2.84], [-2.59, 3.35, 2.35], [0.43, 1.84, 4.60], [-0.88, 0.81, 4.14], [3.50, -1.64, 0.90], [-4.00, 1.84, -6.57], [-2.94, 1.01, -6.06], [-4.13, 1.61, -7.62], [-4.93, 1.63, -6.04], [-3.74, 2.89, -6.45], [-2.83, 1.21, -5.13], [5.17, 6.63, -2.11], [4.14, 5.45, -1.50], [5.03, 4.21, -0.79], [3.19, 4.79, -2.77], [3.09, 6.12, -0.35], [-4.22, 0.99, 3.52], [1.79, -3.94, 5.68], [3.20, -3.69, 5.32], [3.26, -3.10, 4.13], [4.25, -2.77, 3.57], [1.81, -2.91, 3.63], [1.47, -2.40, 2.59], [0.98, -3.41, 4.53], [1.45, -3.25, 6.85], [1.55, -5.30, 5.84]],
  "mulliken_charge": [-0.592, -0.865, -2.091, 2.132, 0.244, -0.960, -0.174, 0.172, -0.578, -0.020, 0.409, -0.517, -0.464, -0.953, -0.096, -0.398, 0.324, -0.175, -0.362, -0.244, 0.312, 0.212, 0.713, 0.891, -0.584, 0.419, 0.569, 0.257, 0.379, -0.256, -0.187, 0.789, 0.673, 0.040, 0.603, 0.403, 0.935, -0.875, 0.595, -0.634, 0.295, 0.376, 0.238, 1.035, -0.341, -0.208, -0.293, 0.509, -0.491, -0.323, 0.297, 0.274, 0.313, 0.234, 0.720, -0.599, -0.425, -0.278, 0.165, 0.152, 0.195, 0.037, -0.836, -0.539, -0.470, 0.208, 0.254, 0.265, 0.289, -0.402, 0.625, -0.371, -0.388, -0.396, 1.048, 0.456, -0.480, 0.469, -0.517, 0.414, -0.519, -0.328, -0.363, -0.347],
  "charge": 0,
  "energy_ha": -4011.5206
}

***

(2)
{
  "formula": "C32H37AsNO2PS2Se2Si2W",
  "method": "ωB97M-V/def2-TZVPD",
  "elements": ["W", "Se", "P", "Se", "C", "C", "C", "C", "C", "C", "C", "C", "C", "C", "C", "C", "H", "H", "H", "H", "H", "H", "H", "H", "H", "H", "O", "C", "O", "C", "C", "C", "C", "C", "C", "S", "H", "H", "H", "H", "C", "Si", "C", "C", "As", "Si", "C", "C", "C", "H", "H", "H", "H", "H", "H", "H", "H", "H", "H", "H", "H", "H", "H", "H", "H", "H", "H", "S", "C", "N", "C", "C", "C", "C", "C", "C", "H", "H", "H", "H", "H"],
  "coordinates": [[-0.09, 1.32, -0.44], [-1.01, -1.05, -1.19], [0.01, -2.62, 0.05], [2.06, 0.41, -0.35], [1.27, -3.27, -1.10], [2.61, -3.08, -0.78], [3.61, -3.51, -1.63], [3.29, -4.15, -2.81], [1.95, -4.35, -3.15], [0.95, -3.92, -2.30], [-1.23, -3.98, -0.03], [-0.77, -5.28, 0.20], [-1.66, -6.34, 0.28], [-3.02, -6.12, 0.15], [-3.49, -4.83, -0.06], [-2.60, -3.76, -0.15], [2.86, -2.57, 0.15], [4.65, -3.35, -1.36], [4.07, -4.49, -3.48], [1.70, -4.85, -4.07], [-0.09, -4.07, -2.57], [0.29, -5.46, 0.30], [-1.28, -7.34, 0.45], [-3.72, -6.94, 0.22], [-4.55, -4.64, -0.17], [-2.97, -2.76, -0.32], [-0.58, 3.07, 0.79], [-0.65, 3.68, -0.34], [0.28, 3.43, -1.17], [-1.92, 4.31, -0.73], [-2.11, 5.66, -0.98], [-3.36, 6.12, -1.34], [-4.41, 5.21, -1.47], [-4.21, 3.86, -1.25], [-2.96, 3.37, -0.88], [-2.69, 1.64, -0.67], [-1.27, 6.35, -0.87], [-3.52, 7.17, -1.52], [-5.39, 5.57, -1.75], [-5.03, 3.16, -1.37], [-0.56, -0.55, 5.19], [-0.32, -1.40, 3.54], [-1.87, -2.35, 3.16], [1.21, -2.47, 3.61], [-0.14, 0.44, 2.03], [1.47, 1.88, 3.00], [2.34, 3.16, 1.92], [0.57, 2.83, 4.35], [2.82, 0.82, 3.77], [-0.79, -1.33, 5.92], [-1.42, 0.13, 5.17], [0.31, 0.00, 5.55], [-2.25, -2.78, 4.10], [-1.69, -3.17, 2.47], [-2.65, -1.71, 2.74], [0.95, -3.36, 4.20], [2.04, -1.97, 4.10], [1.50, -2.80, 2.62], [1.89, 3.33, 0.94], [3.38, 2.85, 1.76], [2.34, 4.10, 2.47], [0.02, 3.65, 3.89], [1.29, 3.25, 5.05], [-0.14, 2.22, 4.91], [3.34, 0.23, 3.00], [2.44, 0.13, 4.52], [3.55, 1.47, 4.25], [-1.20, 1.44, -5.06], [-1.22, 1.07, -3.41], [-0.15, 1.37, -2.72], [0.80, 1.98, -3.56], [2.07, 2.45, -3.20], [2.87, 3.00, -4.17], [2.45, 3.11, -5.50], [1.20, 2.66, -5.87], [0.39, 2.09, -4.89], [-2.09, 0.62, -2.96], [2.40, 2.38, -2.17], [3.85, 3.37, -3.89], [3.10, 3.55, -6.24], [0.86, 2.73, -6.89]],
  "mulliken_charge": [0.969, -0.327, 0.662, -0.283, 0.601, -0.294, -0.663, -0.443, -0.692, -0.396, 0.025, -0.715, -0.603, -0.454, -0.711, -0.266, 0.324, 0.416, 0.382, 0.399, 0.387, 0.428, 0.391, 0.369, 0.415, 0.364, -0.770, 0.580, -0.524, -0.213, -0.289, -0.697, -0.528, -0.672, 0.440, -0.272, 0.470, 0.403, 0.388, 0.435, -1.243, 0.482, -0.950, -0.774, 0.258, 0.824, -0.936, -1.165, -1.123, 0.425, 0.296, 0.310, 0.474, 0.145, 0.315, 0.380, 0.358, 0.081, 0.134, 0.329, 0.406, 0.304, 0.331, 0.282, 0.263, 0.229, 0.415, -0.282, -0.127, 0.378, -0.121, -0.236, -1.018, -0.536, -0.455, 0.753, 0.308, 0.261, 0.407, 0.385, 0.396],
  "spin_multiplicity": 3,
  "charge": 0,
  "energy_ha": -10269.4023,
  "e_above_lowest_kcal_mol": 8.3
}